13
Properties=species:S:1:pos:R:3:mulliken_charge:R:1 method="wB97M-V/def2-TZVPD" e_above_lowest_kcal_mol=40.2 smiles=Cc1cc(O)n[nH]1 energy_ev=-9271.7569 e_lumo_ev=0.96
O -0.493 -2.807 -0.268 -0.501
N -0.692 -1.084 1.244 -0.779
N -0.367 0.259 1.220 0.053
C 0.350 0.546 0.051 0.273
C 0.601 -0.629 -0.585 -0.414
C 0.235 1.919 -0.547 -1.096
C -0.175 -1.573 0.155 0.512
H -0.386 2.544 0.101 0.336
H -0.330 1.789 -1.479 0.279
H -1.227 -3.073 0.306 0.373
H 1.169 2.426 -0.786 0.292
H 0.141 0.479 2.074 0.281
H 1.175 -0.794 -1.486 0.391



13
Properties=species:S:1:pos:R:3:mulliken_charge:R:1 method="wB97M-V/def2-TZVPD" e_above_lowest_kcal_mol=55.9 energy_ev=-9271.0789 e_lumo_ev=0.27
O -0.390 1.292 -0.799 -0.359
N -0.427 -0.196 -2.543 -0.718
N 0.252 -2.088 -0.079 -0.711
C 0.491 0.116 1.036 -0.634
C -0.404 1.258 0.638 -0.459
C 0.177 -0.827 -0.193 0.517
C -0.239 0.049 -1.320 0.457
H 0.474 -1.844 0.892 0.382
H -1.426 1.054 0.983 0.269
H 0.257 -0.236 2.070 0.412
H -0.245 -1.184 -2.724 0.256
H 1.562 0.373 1.050 0.301
H -0.082 2.232 0.989 0.287



13
Properties=species:S:1:pos:R:3:mulliken_charge:R:1 method="wB97M-V/def2-TZVPD" e_above_lowest_kcal_mol=127.6 energy_ev=-9267.9669 e_lumo_ev=0.66
O -1.154 0.485 0.845 -0.532
N 0.660 -0.750 1.014 -0.412
N 1.269 1.359 -0.012 -0.489
C -0.774 -1.416 -0.631 -0.237
C 0.482 0.253 0.055 1.035
C -0.703 -1.285 0.910 -0.556
C -0.051 -0.433 -1.165 -0.726
H 1.028 2.036 -0.723 0.246
H -1.353 -2.178 -1.139 0.429
H -1.873 0.633 0.218 0.329
H 0.134 -0.119 -2.187 0.353
H 1.519 1.786 0.870 0.239
H 0.815 -0.370 1.944 0.321



13
Properties=species:S:1:pos:R:3:mulliken_charge:R:1 method="wB97M-V/def2-TZVPD" e_above_lowest_kcal_mol=33.6 smiles="CC1=N[C@H](O)C=N1" energy_ev=-9272.0461 e_lumo_ev=0.19
O -2.500 0.546 0.917 -0.500
N 0.077 -0.574 -1.199 -0.503
N -0.046 0.353 0.926 -0.562
C -1.129 -0.172 -1.062 -0.180
C -1.298 0.605 0.227 0.248
C 2.183 -0.358 0.182 -0.925
C 0.707 -0.184 0.041 0.599
H 2.668 -0.225 -0.789 0.304
H 2.430 -1.361 0.545 0.234
H 2.567 0.377 0.891 0.296
H -1.179 1.661 -0.054 0.260
H -2.642 -0.344 1.261 0.335
H -1.891 -0.309 -1.827 0.396



13
Properties=species:S:1:pos:R:3:mulliken_charge:R:1 method="wB97M-V/def2-TZVPD" e_above_lowest_kcal_mol=47.8 energy_ev=-9271.4286 e_lumo_ev=0.31
O 0.303 0.001 -0.755 -0.336
N 0.999 -3.052 0.494 -0.363
N -1.127 -1.495 -1.765 -0.576
C 0.775 1.525 0.931 -1.049
C -0.219 1.203 -0.174 -0.180
C 0.480 -2.213 -0.119 0.129
C -0.238 -1.208 -0.919 0.613
H 1.783 1.580 0.500 0.281
H -1.282 -2.505 -1.800 0.277
H 0.745 0.736 1.687 0.287
H -1.254 1.078 0.175 0.304
H -0.206 1.960 -0.967 0.242
H 0.586 2.475 1.431 0.371



13
Properties=species:S:1:pos:R:3:mulliken_charge:R:1 method="wB97M-V/def2-TZVPD" e_above_lowest_kcal_mol=147.0 energy_ev=-9267.1253 e_lumo_ev="0.49 / 0.49"
O 0.402 -1.431 -0.054 -0.136
N -2.990 0.999 0.113 -0.288
N -1.900 -1.122 -0.020 -0.194
C 2.203 -0.052 -0.106 -0.625
C 0.672 -0.142 -0.228 -0.321
C -0.874 -1.890 0.043 0.070
C -2.429 -0.085 -0.420 0.030
H 2.538 0.209 -1.183 0.236
H 2.328 0.857 0.605 0.256
H -3.719 1.557 -0.261 0.225
H -0.839 -2.890 0.490 0.332
H 2.687 -1.086 0.247 0.203
H -2.529 1.483 0.851 0.212



13
Properties=species:S:1:pos:R:3:mulliken_charge:R:1 method="wB97M-V/def2-TZVPD" e_above_lowest_kcal_mol=72.8 energy_ev=-9270.3432 e_lumo_ev=0.20
O 2.193 0.586 -1.054 -0.481
N -1.386 -0.767 1.109 -0.631
N -0.963 1.606 -0.314 -0.113
C 0.965 0.272 -0.576 0.886
C -0.020 1.232 -1.130 -0.861
C -0.319 -1.412 0.810 0.074
C 0.860 -0.857 0.170 -0.614
H 2.022 1.262 -1.734 0.343
H -0.224 -2.481 1.044 0.325
H -1.144 1.160 0.593 0.284
H -1.659 2.264 -0.644 0.255
H 1.762 -1.462 0.232 0.298
H -2.086 -1.402 1.494 0.235



13
Properties=species:S:1:pos:R:3:mulliken_charge:R:1 method="wB97M-V/def2-TZVPD" e_above_lowest_kcal_mol=67.9 energy_ev=-9270.5558 e_lumo_ev=0.70
O 1.025 0.993 -2.945 -0.411
N 1.056 -0.310 0.165 -0.393
N -1.695 -1.127 0.234 -0.609
C 0.135 0.189 1.069 -0.412
C 1.801 0.528 -0.639 -0.563
C -1.139 -0.220 1.113 -0.004
C 1.429 0.771 -1.858 0.626
H -1.833 0.176 1.852 0.320
H 2.464 1.207 -0.113 0.371
H -1.684 -0.757 -0.719 0.202
H -2.657 -1.358 0.475 0.264
H 0.584 -1.045 -0.375 0.297
H 0.514 0.954 1.742 0.313



13
Properties=species:S:1:pos:R:3:mulliken_charge:R:1 method="wB97M-V/def2-TZVPD" e_above_lowest_kcal_mol=16.4 smiles=Cc1c[nH]c(O)n1 energy_ev=-9272.7917 e_lumo_ev=0.75
O 1.063 -0.313 -2.703 -0.507
N 1.439 0.042 -0.543 0.000
N -0.724 -0.227 -0.960 -0.706
C -0.527 0.033 0.411 0.663
C -1.525 0.123 1.554 -1.083
C 0.493 -0.204 -1.469 0.308
C 0.799 0.206 0.658 -0.483
H -1.380 1.072 2.091 0.287
H 1.340 0.406 1.567 0.395
H -2.581 0.066 1.281 0.309
H 0.519 -0.643 -3.422 0.360
H 2.418 0.108 -0.757 0.185
H -1.333 -0.669 2.291 0.272



13
Properties=species:S:1:pos:R:3:mulliken_charge:R:1 method="wB97M-V/def2-TZVPD" e_above_lowest_kcal_mol=29.4 smiles=Nc1c[nH]c(O)c1 energy_ev=-9272.2290 e_lumo_ev=0.85
O 2.635 0.280 0.533 -0.520
N 0.901 -1.239 0.084 -0.195
N -2.138 0.631 -0.514 -0.556
C 0.302 0.932 0.010 -0.638
C 1.325 0.067 0.227 0.010
C -0.861 0.120 -0.253 0.875
C -0.470 -1.185 -0.233 -0.840
H 2.658 0.686 1.409 0.350
H -2.303 1.521 -0.065 0.243
H 1.505 -1.715 -0.575 0.262
H 0.375 2.010 -0.011 0.382
H -2.877 -0.018 -0.280 0.240
H -1.054 -2.091 -0.333 0.389